2 unconnected molecules or ions with the total composition C2H7OPS at a distorted geometry. Source: the OMol25 dataset; level of theory: ωB97M-V/def2-TZVPD.

Last column: Löwdin charge in e.
Geometry (Å):
C: -2.246 1.539 0.371  -0.052
C: 0.930 -0.412 -0.843  -0.580
O: -2.020 0.328 -0.050  -0.654
P: -2.357 -1.137 -0.274  0.802
S: 1.249 -1.263 0.622  0.659
H: -3.046 1.848 0.954  0.046
H: -1.634 2.273 -0.083  0.057
H: 0.023 -0.766 -1.351  -0.019
H: 0.818 0.612 -0.583  0.019
H: -3.648 -1.123 0.547  -0.104
H: 1.724 -0.564 -1.490  0.002
H: 0.281 -0.569 1.192  -0.175

- HOMO level (spin up / spin down) (eV) = -8.208 / -7.788
- total energy (eV) = -24354.9750
- multiplicity = 1
- F_max (eV Å⁻¹) = 4.53
- frontier orbital gap (spin up / spin down) (eV) = 7.79 / 7.86
- molecular weight (g mol⁻¹) = 110.12


A single C2H7OPS2 molecule at a distorted geometry. Source: the OMol25 dataset; level of theory: ωB97M-V/def2-TZVPD.

Last column: Löwdin charge in e.
Geometry (Å):
C: -1.561 -1.013 2.295  -0.244
C: 1.128 1.493 -2.719  -0.498
O: -0.285 -1.483 2.026  -0.592
P: 0.137 -1.698 0.458  0.736
S: 0.800 0.637 0.237  0.053
S: 0.324 2.156 -1.177  0.301
H: -1.980 -1.288 3.313  0.109
H: -2.219 -1.263 1.441  0.061
H: -1.745 0.071 2.153  0.072
H: 0.505 1.658 -3.738  0.081
H: 1.429 0.454 -2.528  -0.005
H: 2.066 2.124 -2.762  0.021
H: 1.400 -1.848 1.001  -0.094

- HOMO level (eV) = -8.081
- total energy (eV) = -35192.5554
- multiplicity = 1
- SMILES = COPSSC
- F_max (eV Å⁻¹) = 3.01
- frontier orbital gap (eV) = 7.68
- molecular weight (g mol⁻¹) = 142.19


2 unconnected molecules or ions with the total composition C2H7OS at a distorted geometry. Source: the OMol25 dataset; level of theory: ωB97M-V/def2-TZVPD.

Last column: Löwdin charge in e.
Geometry (Å):
O: 1.405 -2.468 0.930  -0.117
H: 1.126 -1.681 0.490  -0.090
C: -0.435 1.287 -1.843  -0.252
C: -0.937 0.405 -0.727  -0.850
S: -0.087 0.583 0.891  0.118
H: -0.904 2.273 -1.870  0.049
H: -0.766 0.935 -2.837  0.047
H: 0.655 1.334 -1.846  0.042
H: -2.022 0.614 -0.679  0.027
H: -0.991 -0.676 -0.895  0.011
H: 0.534 -2.874 1.020  0.017

- total charge = -1
- HOMO level (eV) = -2.482
- total energy (eV) = -15070.9344
- multiplicity = 1
- F_max (eV Å⁻¹) = 2.06
- frontier orbital gap (eV) = 6.85
- molecular weight (g mol⁻¹) = 79.14


2 unconnected molecules or ions with the total composition C2H7OS. Source: the OMol25 dataset; level of theory: ωB97M-V/def2-TZVPD.

Last column: Löwdin charge in e.
Geometry (Å):
S: -1.019 -0.546 2.070  -0.271
H: -1.973 -0.456 1.126  -0.445
C: 0.706 0.945 -1.362  -0.356
O: -0.565 0.377 -1.092  -0.143
C: 1.776 -0.110 -1.475  -0.110
H: 0.669 1.509 -2.295  0.094
H: 1.002 1.600 -0.543  0.104
H: -0.642 0.397 -0.118  -0.064
H: 1.389 -1.021 -1.928  0.072
H: 2.600 0.244 -2.081  0.051
H: 2.196 -0.312 -0.493  0.067

- total charge = -1
- HOMO level (eV) = -2.754
- total energy (eV) = -15071.0952
- multiplicity = 1
- F_max (eV Å⁻¹) = 0.77
- frontier orbital gap (eV) = 6.74
- molecular weight (g mol⁻¹) = 79.14


2 unconnected molecules or ions with the total composition C2H7OS. Source: the OMol25 dataset; level of theory: ωB97M-V/def2-TZVPD.

Last column: Löwdin charge in e.
Geometry (Å):
C: -0.206 0.191 -1.198  -0.247
C: -0.834 0.977 -0.055  -0.833
S: -1.195 -0.033 1.422  0.166
H: -0.825 -0.632 -1.544  0.048
H: 0.730 -0.258 -0.872  0.036
H: 0.024 0.884 -2.021  0.049
H: -1.746 1.464 -0.412  0.018
H: -0.154 1.809 0.168  0.025
H: 0.634 -1.513 1.357  -0.107
H: 2.066 -1.064 1.486  0.002
O: 1.507 -1.825 1.670  -0.159

- total charge = -1
- HOMO level (eV) = -2.542
- total energy (eV) = -15071.3311
- multiplicity = 1
- F_max (eV Å⁻¹) = 0.60
- frontier orbital gap (eV) = 6.90
- molecular weight (g mol⁻¹) = 79.14


2 unconnected molecules or ions with the total composition C2H7OS at a distorted geometry. Source: the OMol25 dataset; level of theory: ωB97M-V/def2-TZVPD.

Last column: Löwdin charge in e.
Geometry (Å):
S: 0.168 2.797 0.996  -0.165
H: 0.010 3.728 1.966  -0.448
C: 0.253 -0.819 0.198  -0.403
O: -0.666 -0.184 1.016  -0.168
C: -0.109 -0.990 -1.255  -0.116
H: 1.263 -0.373 0.212  0.103
H: 0.438 -1.791 0.664  0.095
H: -0.712 0.788 1.177  -0.094
H: -0.006 -0.032 -1.803  0.077
H: 0.489 -1.787 -1.707  0.058
H: -1.128 -1.336 -1.464  0.061

- total charge = -1
- HOMO level (eV) = -2.874
- total energy (eV) = -15070.9750
- multiplicity = 1
- F_max (eV Å⁻¹) = 1.68
- frontier orbital gap (eV) = 6.95
- molecular weight (g mol⁻¹) = 79.14


2 unconnected molecules or ions with the total composition C2H7OS at a distorted geometry. Source: the OMol25 dataset; level of theory: ωB97M-V/def2-TZVPD.

Last column: Löwdin charge in e.
Geometry (Å):
O: 1.772 0.922 2.585  -0.269
H: 0.901 0.842 2.058  -0.138
C: -1.080 -1.077 -0.681  -0.222
C: -0.177 0.107 -0.971  -0.917
S: 0.160 1.278 0.243  0.353
H: -1.842 -1.013 0.147  0.066
H: -1.547 -1.204 -1.598  0.010
H: -0.337 -1.913 -0.330  0.086
H: -0.739 0.573 -1.839  0.034
H: 0.672 -0.073 -1.587  0.015
H: 2.216 1.558 1.973  -0.020

- total charge = -1
- HOMO level (eV) = -2.461
- total energy (eV) = -15070.2803
- multiplicity = 1
- F_max (eV Å⁻¹) = 4.25
- frontier orbital gap (eV) = 6.79
- molecular weight (g mol⁻¹) = 79.14


2 unconnected molecules or ions with the total composition C2H7OS at a distorted geometry. Source: the OMol25 dataset; level of theory: ωB97M-V/def2-TZVPD.

Last column: Löwdin spin population.
Geometry (Å):
O: -2.769 -0.656 -1.248  0.016
H: -2.744 0.005 -1.955  0.004
C: 1.696 0.242 0.653  0.012
C: 0.263 -0.093 0.299  0.073
S: -0.894 1.263 0.707  0.881
H: 2.348 -0.704 0.675  0.002
H: 2.097 0.991 -0.030  0.001
H: 1.900 0.619 1.665  0.001
H: 0.097 -1.148 0.587  0.004
H: 0.221 -0.373 -0.763  0.004
H: -2.215 -0.145 -0.589  0.002

- total charge = -2
- HOMO level (spin up / spin down) (eV) = 3.482 / 0.306
- ⟨S²⟩ = 0.751
- total energy (eV) = -15066.8102
- multiplicity = 2
- F_max (eV Å⁻¹) = 1.99
- frontier orbital gap (spin up / spin down) (eV) = 2.69 / 5.54
- molecular weight (g mol⁻¹) = 79.14


3 unconnected molecules or ions with the total composition C2H7OS2. Source: the OMol25 dataset; level of theory: ωB97M-V/def2-TZVPD.

Last column: Löwdin charge in e.
Geometry (Å):
C: -0.712 -1.959 -0.330  -0.259
O: -0.612 -3.165 -0.281  -0.080
H: -0.537 -1.438 -1.269  0.006
H: -4.040 -2.609 1.060  0.018
H: -0.978 -1.343 0.537  0.037
C: 0.578 1.129 1.809  -0.538
S: 1.107 0.597 0.134  0.104
S: -0.421 1.365 -1.059  -0.293
H: -0.491 1.290 1.732  -0.019
H: 0.773 0.288 2.468  -0.001
H: 1.073 2.062 2.121  0.011
H: -3.647 -2.390 0.440  0.013

- total charge = -1
- HOMO level (eV) = -2.556
- total energy (eV) = -25905.3233
- multiplicity = 1
- F_max (eV Å⁻¹) = 0.84
- frontier orbital gap (eV) = 6.27
- molecular weight (g mol⁻¹) = 111.21


2 unconnected molecules or ions with the total composition C2H7PS at a distorted geometry. Source: the OMol25 dataset; level of theory: ωB97M-V/def2-TZVPD.

Last column: Löwdin charge in e.
Geometry (Å):
C: -2.935 -0.077 0.595  -0.089
C: -2.189 -0.267 -0.502  -0.096
P: 2.871 1.145 -0.109  0.323
S: 3.619 -0.782 0.156  0.150
H: -2.567 -0.476 1.590  0.068
H: -3.954 0.308 0.525  0.039
H: 1.465 0.639 -0.003  -0.150
H: -1.201 -0.783 -0.359  0.049
H: -2.360 -0.179 -1.547  0.028
H: 2.679 0.939 -1.526  -0.159
H: 4.572 -0.468 1.179  -0.162

- HOMO level (eV) = -9.441
- total energy (eV) = -22309.7605
- multiplicity = 1
- SMILES = C=C.PS
- F_max (eV Å⁻¹) = 2.89
- frontier orbital gap (eV) = 10.16
- molecular weight (g mol⁻¹) = 94.12


A single C2H7PS molecule at a distorted geometry. Source: the OMol25 dataset; level of theory: ωB97M-V/def2-TZVPD.

Last column: Löwdin charge in e.
Geometry (Å):
C: -2.243 0.960 1.130  -0.323
C: 1.911 -1.088 -0.677  -0.454
P: 0.440 -0.362 -1.468  0.550
S: -0.545 0.006 0.573  0.348
H: -1.838 1.974 1.551  0.059
H: -2.575 0.182 1.751  -0.029
H: -2.846 1.066 0.275  -0.017
H: 1.817 -0.911 0.450  0.023
H: 1.939 -2.076 -0.902  -0.026
H: 2.741 -0.526 -0.981  0.003
H: 1.198 0.776 -1.702  -0.134

- HOMO level (eV) = -8.415
- total energy (eV) = -22309.7401
- multiplicity = 1
- SMILES = CPSC
- F_max (eV Å⁻¹) = 4.45
- frontier orbital gap (eV) = 8.88
- molecular weight (g mol⁻¹) = 94.12


3 unconnected molecules or ions with the total composition C2H7S at a distorted geometry. Source: the OMol25 dataset; level of theory: ωB97M-V/def2-TZVPD.

Last column: Löwdin charge in e.
Geometry (Å):
C: 2.341 -7.396 1.621  -0.059
H: 1.330 -7.418 2.038  0.007
H: 2.251 -6.797 0.747  -0.001
H: 2.540 -8.485 1.536  0.027
H: 2.911 -6.830 2.388  0.027
C: -1.402 3.720 -1.928  -0.287
S: -0.646 2.508 0.071  -0.485
H: -2.461 3.581 -1.965  -0.063
H: -1.123 4.698 -1.524  -0.059
H: -0.746 3.182 -2.517  -0.105

- total charge = -1
- HOMO level (eV) = -2.316
- total energy (eV) = -13021.2000
- multiplicity = 1
- F_max (eV Å⁻¹) = 4.56
- frontier orbital gap (eV) = 4.98
- molecular weight (g mol⁻¹) = 63.15


2 unconnected molecules or ions with the total composition C2H7S2 at a distorted geometry. Source: the OMol25 dataset; level of theory: ωB97M-V/def2-TZVPD.

Last column: Löwdin charge in e.
Geometry (Å):
C: -1.238 0.526 -2.551  -0.541
S: -1.415 0.201 -0.784  0.511
H: -1.661 1.532 -2.630  0.002
H: -0.146 0.429 -2.737  0.028
H: -1.675 -0.213 -3.233  0.007
H: -0.210 -0.378 -0.405  -0.232
C: 1.051 -1.270 2.062  -0.707
S: 1.529 0.269 1.145  0.003
H: 0.726 -1.067 3.112  -0.009
H: 0.074 -1.607 1.688  -0.035
H: 1.827 -2.018 1.893  -0.027

- total charge = -1
- HOMO level (eV) = -2.300
- total energy (eV) = -23858.0794
- multiplicity = 1
- F_max (eV Å⁻¹) = 1.46
- frontier orbital gap (eV) = 5.91
- molecular weight (g mol⁻¹) = 95.21


2 unconnected molecules or ions with the total composition C2H7S2 at a distorted geometry. Source: the OMol25 dataset; level of theory: ωB97M-V/def2-TZVPD.

Last column: Löwdin charge in e.
Geometry (Å):
S: 1.752 1.611 -1.989  -0.497
H: 3.002 2.157 -2.489  -0.425
C: -1.187 0.858 0.805  -0.323
S: -1.072 -0.971 1.337  0.645
C: 0.099 -1.631 0.196  -0.494
H: -1.213 0.692 -0.175  -0.047
H: -1.951 1.304 1.413  0.018
H: -0.246 1.354 1.034  0.030
H: -0.329 -1.300 -0.774  0.035
H: 0.009 -2.734 0.276  0.026
H: 1.136 -1.342 0.367  0.032

- total charge = -1
- HOMO level (eV) = -2.610
- total energy (eV) = -23858.1491
- multiplicity = 1
- F_max (eV Å⁻¹) = 5.05
- frontier orbital gap (eV) = 5.80
- molecular weight (g mol⁻¹) = 95.21


2 unconnected molecules or ions with the total composition C2H7S3 at a distorted geometry. Source: the OMol25 dataset; level of theory: ωB97M-V/def2-TZVPD.

Last column: Löwdin charge in e.
Geometry (Å):
C: -0.424 2.426 1.550  -0.464
S: -2.215 1.953 1.602  0.567
H: -0.126 2.851 0.600  0.023
H: 0.144 1.513 1.699  0.012
H: -0.255 3.130 2.360  0.003
C: 0.789 -2.953 -1.260  -0.583
S: 2.115 -1.716 -1.569  0.044
S: 0.943 0.059 -1.800  -0.409
H: 0.553 -3.452 -2.201  -0.004
H: 1.161 -3.715 -0.566  -0.005
H: -0.154 -2.604 -0.849  0.001
H: -2.530 2.508 0.434  -0.185

- total charge = -1
- HOMO level (eV) = -2.197
- total energy (eV) = -34694.1201
- multiplicity = 1
- F_max (eV Å⁻¹) = 1.49
- frontier orbital gap (eV) = 5.31
- molecular weight (g mol⁻¹) = 127.28


2 unconnected molecules or ions with the total composition C2H7S3. Source: the OMol25 dataset; level of theory: ωB97M-V/def2-TZVPD.

Last column: Löwdin charge in e.
Geometry (Å):
S: 2.024 -1.382 -1.808  0.275
H: 2.021 -1.982 -3.006  -0.279
C: -0.597 1.771 0.855  -0.214
C: -0.284 0.293 0.833  -0.663
S: -1.539 -0.596 -0.169  0.181
S: -0.778 -2.527 -0.176  -0.186
H: -1.592 1.967 1.230  0.051
H: -0.500 2.207 -0.141  0.062
H: 0.103 2.291 1.500  0.054
H: -0.318 -0.141 1.826  0.048
H: 0.672 0.060 0.365  0.017
H: 0.788 -1.960 -1.311  -0.347

- total charge = -1
- HOMO level (eV) = -2.710
- total energy (eV) = -34694.8252
- multiplicity = 1
- F_max (eV Å⁻¹) = 0.89
- frontier orbital gap (eV) = 6.30
- molecular weight (g mol⁻¹) = 127.28


2 unconnected molecules or ions with the total composition C2H8 at a distorted geometry. Source: the OMol25 dataset; level of theory: ωB97M-V/def2-TZVPD.

Last column: Löwdin charge in e.
Geometry (Å):
C: -2.370 -0.160 -1.084  -0.055
H: -2.864 -0.381 -2.024  0.009
H: -1.985 -1.155 -0.808  0.019
H: -1.724 0.704 -1.115  0.012
H: -3.115 -0.080 -0.287  0.013
C: 2.396 0.181 1.063  -0.050
H: 3.309 0.375 0.506  0.011
H: 2.112 1.180 1.413  0.016
H: 1.578 -0.197 0.450  0.012
H: 2.663 -0.467 1.887  0.011

- HOMO level (eV) = -12.597
- total energy (eV) = -2203.3939
- multiplicity = 1
- SMILES = C.C
- F_max (eV Å⁻¹) = 2.06
- frontier orbital gap (eV) = 13.65
- molecular weight (g mol⁻¹) = 32.09


2 unconnected molecules or ions with the total composition C2H8 at a distorted geometry. Source: the OMol25 dataset; level of theory: ωB97M-V/def2-TZVPD.

Last column: Löwdin charge in e.
Geometry (Å):
C: -3.536 -1.039 5.661  -0.103
H: -4.096 -1.900 5.268  0.037
H: -4.237 -0.311 6.096  0.053
H: -2.973 -0.563 4.845  -0.036
H: -2.835 -1.381 6.437  0.052
C: -1.791 0.712 5.012  -0.101
H: -2.490 0.327 5.769  -0.041
H: -2.346 0.967 4.096  0.051
H: -1.038 -0.056 4.783  0.053
H: -1.291 1.612 5.399  0.036

- HOMO level (eV) = -10.833
- total energy (eV) = -2201.9933
- multiplicity = 1
- SMILES = C.C
- F_max (eV Å⁻¹) = 2.85
- frontier orbital gap (eV) = 11.92
- molecular weight (g mol⁻¹) = 32.09


2 unconnected molecules or ions with the total composition C2H8. Source: the OMol25 dataset; level of theory: ωB97M-V/def2-TZVPD.

Last column: Löwdin charge in e.
Geometry (Å):
C: 0.154 -2.768 1.222  -0.062
H: -0.643 -2.766 0.463  0.015
H: 0.508 -3.797 1.381  0.016
H: -0.239 -2.365 2.167  0.016
H: 0.990 -2.142 0.876  0.015
C: -0.154 2.767 -1.222  -0.061
H: -1.059 2.422 -0.701  0.015
H: -0.437 3.250 -2.169  0.016
H: 0.501 1.908 -1.429  0.015
H: 0.381 3.490 -0.588  0.016

- HOMO level (eV) = -13.347
- total energy (eV) = -2203.6198
- multiplicity = 1
- SMILES = C.C
- F_max (eV Å⁻¹) = 0.41
- frontier orbital gap (eV) = 14.36
- molecular weight (g mol⁻¹) = 32.09


A single C2H8BNO3 molecule at a distorted geometry. Source: the OMol25 dataset; level of theory: ωB97M-V/def2-TZVPD.

Last column: Löwdin charge in e.
Geometry (Å):
B: 0.124 0.067 -0.109  -0.658
C: -0.036 -2.276 0.104  -0.077
C: -1.832 1.431 -0.034  -0.090
N: 2.434 1.110 -0.166  0.019
O: 0.785 -1.137 -0.024  0.013
O: -1.219 0.173 0.033  0.072
O: 1.024 1.274 -0.232  -0.064
H: -0.794 -2.072 0.901  0.099
H: 0.758 -3.032 0.423  0.116
H: -0.578 -2.547 -0.868  0.118
H: -2.474 1.611 -1.023  0.129
H: -1.050 2.208 -0.095  0.085
H: -2.601 1.789 0.670  0.088
H: 2.640 0.116 -0.331  0.076
H: 2.819 1.286 0.752  0.074

- HOMO level (eV) = -9.141
- total energy (eV) = -10513.1714
- multiplicity = 1
- SMILES = COB(OC)ON
- F_max (eV Å⁻¹) = 4.35
- frontier orbital gap (eV) = 9.81
- molecular weight (g mol⁻¹) = 104.90